[1]
DFT (the ωB97M-V functional and the def2-TZVPD basis) results for C38H45N6O4Y as an isolated structure.

Last column: Mulliken charge in e.
Atoms and positions in Å:
1 Y -0.448 -0.771 -0.451  -1.3002
2 C -3.766 2.933 4.083  -1.8941
3 C -2.875 1.864 3.519  0.1409
4 C -1.529 1.798 3.834  0.1544
5 C -0.737 0.757 3.336  -0.0050
6 C 0.578 0.435 3.809  -0.4576
7 N 1.582 1.242 3.948  -0.0095
8 C 1.767 2.515 3.239  -0.2189
9 C 2.986 2.371 2.327  -1.3808
10 C 2.796 1.249 1.310  0.3911
11 N 4.023 1.062 0.538  0.2253
12 C 4.569 -0.066 0.178  -0.9509
13 C 4.059 -1.390 0.242  1.5693
14 C 5.051 -2.394 0.375  -0.7582
15 C 4.746 -3.726 0.496  -0.1528
16 C 5.795 -4.784 0.674  -1.6824
17 C 3.389 -4.060 0.397  -0.7897
18 C 2.375 -3.142 0.173  0.5317
19 C 1.055 -3.718 -0.058  -0.7483
20 N -0.021 -3.152 -0.453  0.3108
21 C -1.167 -4.078 -0.643  -1.3197
22 C -2.319 -3.431 -1.401  -0.2783
23 C -3.313 -2.683 -0.530  -1.3137
24 N -2.605 -1.697 0.290  0.6633
25 C -3.239 -1.134 1.238  -0.8631
26 C -2.629 -0.138 2.120  0.5766
27 C -3.402 0.856 2.702  -0.3657
28 C -1.236 -0.169 2.390  0.9244
29 O -0.391 -0.946 1.790  -1.0004
30 C 2.676 -1.741 0.084  0.0458
31 O 1.793 -0.869 -0.207  0.2952
32 H -3.183 3.762 4.482  0.3973
33 H -4.428 3.335 3.314  0.3790
34 H -4.394 2.547 4.887  0.3654
35 H -1.107 2.513 4.531  0.5224
36 H 0.767 -0.596 4.101  0.4594
37 H 2.409 0.865 4.397  0.3507
38 H 0.857 2.697 2.668  -0.0157
39 H 1.908 3.317 3.962  0.4087
40 H 3.130 3.329 1.822  0.5196
41 H 3.880 2.199 2.935  0.3902
42 H 2.592 0.296 1.795  0.3114
43 H 1.964 1.458 0.642  -0.0473
44 H 4.574 1.892 0.367  0.3654
45 H 5.586 0.043 -0.190  0.4891
46 H 6.089 -2.084 0.415  0.4357
47 H 6.756 -4.342 0.930  0.3775
48 H 5.525 -5.477 1.470  0.3908
49 H 5.926 -5.364 -0.241  0.3429
50 H 3.115 -5.109 0.459  0.5505
51 H 1.032 -4.800 0.106  0.4090
52 H -0.809 -4.948 -1.196  0.6675
53 H -1.503 -4.421 0.339  0.4235
54 H -1.911 -2.767 -2.174  -0.2330
55 H -2.856 -4.197 -1.963  0.5586
56 H -4.044 -2.155 -1.146  0.4544
57 H -3.845 -3.385 0.118  0.5045
58 H -4.291 -1.371 1.416  0.4288
59 H -4.468 0.863 2.490  0.5336
60 C 2.754 -0.841 -3.072  -1.5054
61 C 1.451 -0.100 -3.137  0.9962
62 C 1.403 1.282 -3.066  -0.2066
63 C 0.212 1.983 -3.272  0.4727
64 C 0.200 3.481 -3.192  -1.8169
65 C -0.938 1.272 -3.574  -0.2658
66 C -0.938 -0.123 -3.637  1.1872
67 C -2.195 -0.853 -4.024  -1.8721
68 C 0.255 -0.798 -3.371  -1.0344
69 H 3.479 -0.318 -2.450  0.1862
70 H 3.179 -0.928 -4.074  0.5119
71 H 2.626 -1.852 -2.683  0.3119
72 H 2.316 1.835 -2.873  0.4974
73 H 0.760 3.916 -4.022  0.4797
74 H 0.667 3.824 -2.267  0.2848
75 H -0.814 3.875 -3.230  0.3302
76 H -1.862 1.806 -3.770  0.4569
77 H -2.582 -0.450 -4.960  0.4900
78 H -2.979 -0.727 -3.273  0.1945
79 H -2.009 -1.915 -4.180  0.4027
80 H 0.289 -1.880 -3.473  0.4378
81 C -5.085 2.930 -1.128  -0.9499
82 N -3.708 2.621 -0.748  0.2163
83 C -2.872 3.568 -0.258  -0.2295
84 C -1.586 3.306 0.071  -1.6243
85 C -1.129 1.971 -0.149  1.4654
86 O 0.048 1.553 0.107  -0.1212
87 N -1.966 1.048 -0.650  0.8937
88 C -3.268 1.308 -0.953  -0.6234
89 O -4.025 0.472 -1.421  -0.6971
90 H -5.301 3.957 -0.845  0.3790
91 H -5.767 2.253 -0.619  0.2969
92 H -5.215 2.806 -2.201  0.2936
93 H -3.308 4.552 -0.146  0.5299
94 H -0.931 4.070 0.457  0.5521

Computed properties:
- charge = +2
- LUMO energy (Ha) = -0.2061
- gap between HOMO and LUMO (eV) = 7.37
- HOMO level (eV) = -13.0
- multiplicity = 1

***

[2]
DFT (the ωB97M-V functional and the def2-TZVPD basis) results for C21H24Cl3N6PSiZn as an isolated structure.

Last column: natural (NBO) charge in e.
Atoms and positions in Å:
1 Zn -0.834 0.319 -0.116  1.5126
2 C -4.587 1.061 -2.288  -0.2218
3 C -4.429 0.179 -3.344  -0.1129
4 C -3.195 -0.426 -3.538  -0.2069
5 C -2.158 -0.122 -2.675  0.1640
6 N -2.324 0.710 -1.634  -0.5752
7 C -3.515 1.281 -1.443  0.0693
8 C -0.777 -0.646 -2.856  0.1959
9 C -0.276 -1.045 -4.082  -0.2078
10 C 1.067 -1.366 -4.170  -0.1113
11 C 1.880 -1.236 -3.057  -0.2023
12 C 1.322 -0.823 -1.855  0.2089
13 N 0.001 -0.592 -1.768  -0.6023
14 C 2.165 -0.465 -0.665  0.1947
15 C 3.469 -0.854 -0.591  -0.3554
16 C 4.311 -0.378 0.475  -0.1378
17 C 3.851 0.465 1.409  -0.2928
18 C 2.425 0.914 1.372  -0.3302
19 N 1.527 0.295 0.268  -0.7566
20 H -5.527 1.564 -2.114  0.2539
21 H -5.251 -0.037 -4.012  0.2493
22 H -3.052 -1.134 -4.342  0.2404
23 H -3.601 1.933 -0.582  0.2238
24 H -0.903 -1.059 -4.961  0.2454
25 H 1.494 -1.667 -5.118  0.2496
26 H 2.941 -1.405 -3.143  0.2439
27 H 3.905 -1.477 -1.355  0.2323
28 H 5.347 -0.693 0.489  0.2428
29 H 4.472 0.890 2.190  0.2350
30 H 2.300 1.996 1.366  0.2574
31 C 1.432 -1.935 5.121  -0.0477
32 N 1.626 -2.585 3.695  -0.4029
33 C 0.281 -2.866 2.837  -0.0163
34 N -0.191 -1.616 2.602  -1.0114
35 C -0.342 -0.189 5.170  -0.2830
36 N 1.012 -0.548 5.207  -0.4080
37 C 1.958 0.445 4.586  -0.5488
38 P 1.615 0.111 2.814  1.2332
39 C 2.478 -1.591 2.898  -0.5824
40 C -0.311 1.381 2.518  -0.5043
41 H 2.423 -2.008 5.567  0.2305
42 H 0.730 -2.569 5.658  0.2457
43 H 2.098 -3.486 3.816  0.4401
44 H -0.462 -3.458 3.379  0.2415
45 H 0.591 -3.384 1.926  0.2288
46 H -1.101 -0.934 5.389  0.2591
47 H -0.582 0.863 5.319  0.2640
48 H 2.983 0.173 4.829  0.2482
49 H 1.731 1.450 4.930  0.2822
50 H 3.421 -1.441 3.421  0.2519
51 H 2.692 -2.032 1.925  0.2749
52 H -0.063 -0.044 1.413  0.1803
53 H -0.635 -0.060 4.027  0.0406
54 Cl -3.253 1.430 2.856  -0.3236
55 Si -2.145 -0.110 2.013  0.5295
56 Cl -3.277 -1.710 2.710  -0.3467
57 Cl -0.274 -0.150 2.568  0.6186

Computed properties:
- charge = +2
- LUMO energy (alpha / beta) (Ha) = -0.2570 / -0.2565
- gap between HOMO and LUMO (alpha / beta) (eV) = 5.72 / 5.63
- HOMO level (alpha / beta) (eV) = -12.7 / -12.6
- multiplicity = 1

***

Please write out number 2 again, unchanged.
DFT (the ωB97M-V functional and the def2-TZVPD basis) results for C21H24Cl3N6PSiZn as an isolated structure.

Last column: natural (NBO) charge in e.
Atoms and positions in Å:
1 Zn -0.834 0.319 -0.116  1.5126
2 C -4.587 1.061 -2.288  -0.2218
3 C -4.429 0.179 -3.344  -0.1129
4 C -3.195 -0.426 -3.538  -0.2069
5 C -2.158 -0.122 -2.675  0.1640
6 N -2.324 0.710 -1.634  -0.5752
7 C -3.515 1.281 -1.443  0.0693
8 C -0.777 -0.646 -2.856  0.1959
9 C -0.276 -1.045 -4.082  -0.2078
10 C 1.067 -1.366 -4.170  -0.1113
11 C 1.880 -1.236 -3.057  -0.2023
12 C 1.322 -0.823 -1.855  0.2089
13 N 0.001 -0.592 -1.768  -0.6023
14 C 2.165 -0.465 -0.665  0.1947
15 C 3.469 -0.854 -0.591  -0.3554
16 C 4.311 -0.378 0.475  -0.1378
17 C 3.851 0.465 1.409  -0.2928
18 C 2.425 0.914 1.372  -0.3302
19 N 1.527 0.295 0.268  -0.7566
20 H -5.527 1.564 -2.114  0.2539
21 H -5.251 -0.037 -4.012  0.2493
22 H -3.052 -1.134 -4.342  0.2404
23 H -3.601 1.933 -0.582  0.2238
24 H -0.903 -1.059 -4.961  0.2454
25 H 1.494 -1.667 -5.118  0.2496
26 H 2.941 -1.405 -3.143  0.2439
27 H 3.905 -1.477 -1.355  0.2323
28 H 5.347 -0.693 0.489  0.2428
29 H 4.472 0.890 2.190  0.2350
30 H 2.300 1.996 1.366  0.2574
31 C 1.432 -1.935 5.121  -0.0477
32 N 1.626 -2.585 3.695  -0.4029
33 C 0.281 -2.866 2.837  -0.0163
34 N -0.191 -1.616 2.602  -1.0114
35 C -0.342 -0.189 5.170  -0.2830
36 N 1.012 -0.548 5.207  -0.4080
37 C 1.958 0.445 4.586  -0.5488
38 P 1.615 0.111 2.814  1.2332
39 C 2.478 -1.591 2.898  -0.5824
40 C -0.311 1.381 2.518  -0.5043
41 H 2.423 -2.008 5.567  0.2305
42 H 0.730 -2.569 5.658  0.2457
43 H 2.098 -3.486 3.816  0.4401
44 H -0.462 -3.458 3.379  0.2415
45 H 0.591 -3.384 1.926  0.2288
46 H -1.101 -0.934 5.389  0.2591
47 H -0.582 0.863 5.319  0.2640
48 H 2.983 0.173 4.829  0.2482
49 H 1.731 1.450 4.930  0.2822
50 H 3.421 -1.441 3.421  0.2519
51 H 2.692 -2.032 1.925  0.2749
52 H -0.063 -0.044 1.413  0.1803
53 H -0.635 -0.060 4.027  0.0406
54 Cl -3.253 1.430 2.856  -0.3236
55 Si -2.145 -0.110 2.013  0.5295
56 Cl -3.277 -1.710 2.710  -0.3467
57 Cl -0.274 -0.150 2.568  0.6186

Computed properties:
- charge = +2
- LUMO energy (alpha / beta) (Ha) = -0.2570 / -0.2565
- gap between HOMO and LUMO (alpha / beta) (eV) = 5.72 / 5.63
- HOMO level (alpha / beta) (eV) = -12.7 / -12.6
- multiplicity = 1